Below is a molecular structure, C25H6F24GeN2OSTl, with properties calculated with the ωB97M-V functional and the def2-TZVPD basis.

## Properties
Total charge = -1
2S+1 = 1

The geometry in XYZ format:
```
61
Properties=species:S:1:pos:R:3:nbo_charge:R:1
Tl 0.81524 2.60762 1.21031 0.8508
F 0.14258 -0.50621 -5.54723 -0.3197
C 1.45368 -0.56901 -5.25474 0.4047
C 1.90333 -0.79009 -3.96696 -0.5415
C 3.28002 -0.80985 -3.80487 0.4206
F 3.82606 -0.99183 -2.59655 -0.3055
C 4.16279 -0.64652 -4.85332 0.2370
F 5.48665 -0.68578 -4.65844 -0.2953
C 3.66935 -0.44030 -6.12611 0.2836
F 4.51001 -0.28389 -7.15546 -0.2940
C 2.30783 -0.39975 -6.33125 0.2343
F 1.83013 -0.20066 -7.56633 -0.2965
Ge 0.77033 -0.80280 -2.32732 1.3771
S 1.22384 0.92671 -1.20901 -0.9052
C 1.07611 -2.54720 -1.43599 -0.5562
C 0.31344 -2.79493 -0.30554 0.4081
F -0.58492 -1.90016 0.10866 -0.2980
C 0.41831 -3.95367 0.44033 0.2412
F -0.33501 -4.15632 1.52415 -0.2894
C 1.32113 -4.91914 0.04517 0.2849
F 1.44371 -6.05061 0.74849 -0.2932
C 2.08833 -4.72173 -1.08393 0.2338
F 2.94495 -5.67590 -1.47253 -0.2969
C 1.95093 -3.55091 -1.80653 0.4113
F 2.69928 -3.46231 -2.91823 -0.3192
C -1.08492 -1.11391 -2.92419 -0.5663
C -2.14349 -0.27716 -2.60988 0.4254
F -1.96189 0.84526 -1.91713 -0.2915
C -3.44467 -0.55213 -2.99206 0.2406
F -4.44718 0.27277 -2.67398 -0.2898
C -3.71164 -1.69644 -3.71314 0.2882
F -4.96479 -1.97549 -4.08667 -0.2923
C -2.68285 -2.55371 -4.04973 0.2324
F -2.94932 -3.65964 -4.75893 -0.2971
C -1.39626 -2.24520 -3.65457 0.4065
F -0.43009 -3.10421 -4.02986 -0.3190
F -2.11936 -0.52336 2.38957 -0.3093
C -2.92271 0.45964 1.99414 0.9516
F -4.17123 0.13041 2.37879 -0.3346
F -2.91169 0.47722 0.66365 -0.3131
C -2.44754 1.83246 2.57025 0.0506
O -1.16148 2.03148 2.29580 -0.9318
C -2.67997 1.82883 4.12431 0.9495
F -3.96563 1.87664 4.49602 -0.3257
F -2.14139 0.74983 4.69655 -0.3202
F -2.08516 2.89374 4.68494 -0.3324
C -3.31286 2.98409 1.95156 0.9484
F -4.63524 2.84485 2.11729 -0.3261
F -3.08620 3.09273 0.64389 -0.3118
F -2.97211 4.15855 2.50360 -0.3284
C 3.08560 4.05272 6.31223 -0.3913
N 1.99591 3.17138 5.92027 -0.4664
C 0.66673 3.45330 6.45756 -0.3976
C 2.08986 2.53014 4.75522 0.4580
N 2.17817 1.95308 3.75702 -0.4233
H 3.21867 4.00304 7.39298 0.1991
H 2.87905 5.08885 6.02955 0.1875
H 4.00445 3.73020 5.82971 0.2217
H 0.68336 3.32936 7.54055 0.1955
H -0.04825 2.76141 6.02927 0.2460
H 0.35803 4.47447 6.21868 0.1904
```

Below is 8 unconnected molecules or ions with the total composition C25H71Cl4N12O9P3, with properties calculated with the ωB97M-V functional and the def2-TZVPD basis.

## Properties
Structure (SMILES) = CN(C)P(=O)(N(C)C)N(C)C.CN(C)P(=O)(N(C)C)N(C)C.CN(C)P(=O)(N(C)C)N(C)C.C[N+](=O)[O-].C[N+](=O)[O-].C[N+](=O)[O-].ClCCCl.ClCCCl
2S+1 = 1

The geometry in XYZ format:
```
124
Properties=species:S:1:pos:R:3:lowdin_charge:R:1
O 5.39636 -4.04129 -3.77457 -0.2765
P 4.75717 -4.41164 -2.50227 0.5568
N 3.22719 -5.13163 -2.65009 -0.3138
C 2.59543 -5.50688 -3.90806 -0.1062
C 2.41907 -5.47864 -1.48521 -0.1282
N 4.37088 -3.09283 -1.51163 -0.3060
C 4.25132 -1.78671 -2.15601 -0.1337
C 4.85681 -2.99010 -0.12074 -0.1030
N 5.73358 -5.42556 -1.55501 -0.2948
C 7.09037 -5.61730 -2.13080 -0.0947
C 5.23640 -6.46994 -0.69030 -0.1287
H 1.54121 -5.22428 -3.84153 0.0590
H 2.70359 -6.58962 -4.03178 0.0814
H 3.03109 -4.96151 -4.74239 0.0774
H 2.90690 -5.31071 -0.52507 0.0417
H 2.26823 -6.56183 -1.48783 0.0871
H 1.56015 -4.80149 -1.50027 0.0694
H 3.59416 -1.22573 -1.48197 0.0504
H 5.22702 -1.28888 -2.15819 0.0893
H 3.76354 -1.83689 -3.12475 0.0558
H 5.94312 -3.13848 -0.12748 0.0787
H 4.52923 -2.04964 0.30598 0.0746
H 4.54742 -3.86866 0.45048 0.0517
H 7.02010 -5.88917 -3.18187 0.0726
H 7.72244 -4.74890 -1.95713 0.0786
H 7.52843 -6.44950 -1.58228 0.0706
H 6.07100 -7.08314 -0.34361 0.0791
H 4.47690 -7.13176 -1.10426 0.0757
H 4.92214 -6.02710 0.26386 0.0681
O 0.50360 2.18870 -0.17806 -0.2958
P 0.79122 3.21635 -1.20555 0.5583
N 2.40769 3.73557 -1.13845 -0.2997
C 3.39767 2.73128 -0.75250 -0.1084
C 2.94289 4.76761 -2.02124 -0.1101
N -0.14303 4.60524 -1.05290 -0.2993
C 0.13316 5.46431 0.11651 -0.0965
C -1.50817 4.70953 -1.61591 -0.0828
N 0.42329 2.63091 -2.75331 -0.2773
C 0.42001 3.47918 -3.92569 -0.1221
C 0.95422 1.27890 -2.98894 -0.1324
H 4.22234 3.26086 -0.27342 0.0853
H 3.69495 2.12584 -1.61555 0.0756
H 2.96150 2.06361 -0.00795 0.0608
H 2.13856 5.50808 -2.10348 0.0746
H 3.05960 4.46247 -3.06666 0.0677
H 3.84189 5.20196 -1.59483 0.0851
H 1.21584 5.60507 0.15241 0.0649
H -0.26862 6.47010 0.02353 0.0866
H -0.19176 4.92938 1.00884 0.0662
H -2.15269 5.17679 -0.88065 0.0800
H -1.41083 5.16583 -2.60109 0.0615
H -1.86103 3.69138 -1.79747 0.0690
H -0.13029 3.04991 -4.76257 0.0890
H -0.04156 4.45125 -3.74126 0.0589
H 1.40927 3.77907 -4.29323 0.0699
H 0.34853 0.78094 -3.73983 0.0640
H 0.87058 0.72727 -2.05541 0.0288
H 2.01799 1.30907 -3.23689 0.0847
O -4.56283 3.25824 -0.90191 -0.2924
P -5.30838 2.78457 0.28213 0.5576
N -4.78166 1.22231 0.70177 -0.2884
C -5.27986 0.50966 1.88013 -0.1071
C -3.43614 0.83693 0.33749 -0.1414
N -6.96511 2.79392 0.14163 -0.3026
C -7.52205 3.29700 -1.08299 -0.1217
C -7.87792 2.52503 1.22391 -0.1156
N -4.97825 3.66405 1.69879 -0.2993
C -3.63982 3.63271 2.25986 -0.1086
C -5.71468 4.88048 2.03597 -0.1087
H -6.14448 -0.12642 1.67508 0.0817
H -5.66599 1.13231 2.69522 0.0667
H -4.43304 -0.02924 2.29443 0.0525
H -3.46372 -0.16263 -0.11641 0.0804
H -2.77348 0.85346 1.20596 0.0585
H -3.08808 1.47116 -0.47845 0.0681
H -8.26383 2.63272 -1.54553 0.0828
H -8.12830 4.20058 -0.89803 0.0840
H -6.70635 3.56930 -1.74852 0.0659
H -7.32138 2.14759 2.08303 0.0569
H -8.33748 3.41821 1.66752 0.0794
H -8.64243 1.82113 0.89383 0.0899
H -3.03194 2.81499 1.88297 0.0574
H -3.12423 4.58154 2.07567 0.0802
H -3.67197 3.52337 3.35024 0.0882
H -6.56331 4.66416 2.68787 0.0702
H -6.00008 5.47240 1.16297 0.0852
H -5.06890 5.55275 2.60438 0.0770
C -1.24217 -0.55753 4.88317 0.0552
N -2.52736 -1.31650 5.00518 -0.4330
O -2.63878 -2.09398 5.93032 0.0635
O -3.46611 -0.97719 4.30434 0.0517
H -1.18873 0.14935 5.70243 0.1078
H -1.34615 -0.06875 3.91778 0.0708
H -0.43136 -1.27546 4.83039 0.0812
C 1.09319 -1.52593 0.14426 0.0147
N 0.38295 -1.03616 1.35426 -0.4134
O 1.03778 -0.77310 2.34156 0.0393
O -0.81420 -0.95204 1.27145 0.0752
H 0.52531 -2.38666 -0.20298 0.0591
H 2.10320 -1.93122 0.17257 0.0776
H 1.04560 -0.70318 -0.56437 0.0647
C 0.93140 2.15161 2.92747 0.0354
N 0.87782 3.60251 3.38358 -0.4320
O 1.62435 4.39417 2.84279 0.0517
O 0.00659 3.90130 4.18767 0.0400
H 1.61521 2.14799 2.08940 0.0652
H -0.09427 1.99996 2.60195 0.0844
H 1.19620 1.56793 3.80082 0.0919
Cl -1.73303 -4.18962 -3.26968 0.5500
C -1.67447 -2.70500 -2.27605 -0.6300
C -0.90414 -1.62545 -3.04643 -0.5871
Cl 0.86192 -2.05507 -3.18647 0.5882
H -1.15552 -2.91077 -1.34655 0.0413
H -2.68731 -2.36244 -2.08534 0.0747
H -1.00463 -0.66753 -2.53944 0.0621
H -1.22019 -1.52620 -4.07940 0.0645
Cl 1.90639 -4.49434 6.52970 0.5525
C 1.22352 -4.94910 4.94774 -0.6679
C 1.70834 -3.93555 3.93270 -0.6449
Cl 1.17964 -4.53929 2.32066 0.5607
H 0.14239 -4.87687 5.03290 0.0711
H 1.63425 -5.93832 4.79021 0.0626
H 2.79516 -3.99493 3.91426 0.0647
H 1.39489 -2.91558 4.12446 0.0509
```

no.,LUMO level (eV),molecular weight (g/mol),gap between HOMO and LUMO (eV)
1,2.0009,1115.35,7.519
2,-0.0588,918.65,8.294